DFT (ωB97M-V/def2-TZVPD) results for the molecule C4H9N3 at a distorted geometry.

The geometry in XYZ format:
```
16
Properties=species:S:1:pos:R:3:forces:R:3
C 1.413 -0.154 -0.097 -2.500 -1.892 0.356
C -0.897 -1.132 -0.119 1.514 0.008 4.060
C -2.070 -0.132 -0.036 -0.737 -0.990 -2.688
C -1.034 0.972 0.101 1.172 -0.148 0.550
H 1.540 1.896 0.109 0.400 -1.280 -0.417
H 2.963 0.958 0.093 0.622 0.452 0.104
H 2.963 -1.260 0.241 -0.588 0.092 -0.325
H -0.594 -1.712 0.844 -0.808 1.042 -1.088
H -0.829 -1.876 -0.836 -0.328 -1.166 -1.864
H -2.415 -0.155 -1.102 -0.287 0.396 0.891
H -2.970 -0.260 0.611 1.197 0.222 -0.160
H -1.010 1.846 -0.520 -0.541 0.373 -0.573
H -1.059 1.319 1.126 0.717 0.034 0.610
N 2.009 1.018 -0.187 1.640 3.488 0.397
N 1.950 -1.320 0.065 -0.222 0.623 0.068
N 0.040 -0.008 -0.294 -1.250 -1.253 0.078
```
Positions in Å, forces in eV/Å.

Calculated values
SMILES = [H]/N=C(\N)N1CCC1
net charge = 0
molecular weight = 99.137 g/mol
spin multiplicity = 1
energy relative to the best compared isomer or geometry (same formula, charge and spin) = 40.4 kcal per mole
highest occupied orbital energy = -8.43 eV

DFT (ωB97M-V/def2-TZVPD) results for the ion C5H12NO with charge -1 at a distorted geometry.

The geometry in XYZ format:
```
19
Properties=species:S:1:pos:R:3:forces:R:3
C 0.120 -1.918 0.261 0.717 1.731 -0.086
C -0.039 -0.486 -0.344 1.301 -0.605 -2.374
C 1.039 -0.534 -1.512 1.869 1.894 0.273
C 0.981 0.611 -2.608 -0.573 -0.276 1.593
N -0.039 0.696 0.443 0.592 0.179 0.064
C -1.235 0.844 1.397 0.409 1.200 0.230
O -0.867 0.989 2.669 -0.180 -0.901 -0.443
H 1.070 -2.278 -0.122 -0.165 -0.692 -0.255
H -0.743 -2.420 -0.106 -0.428 -1.268 0.256
H 0.293 -1.899 1.319 -0.784 -0.009 0.761
H -0.894 -0.455 -1.014 -1.005 -0.123 0.487
H 0.947 -1.455 -2.077 0.001 -0.476 0.313
H 2.102 -0.514 -1.020 -1.694 -0.155 -0.834
H 0.417 0.308 -3.493 0.379 -0.177 -0.122
H 0.389 1.419 -2.170 0.230 0.230 0.049
H 1.981 0.994 -2.835 -0.245 -0.107 -0.269
H 0.797 0.722 1.028 -0.365 0.082 0.135
H -1.887 0.003 1.039 -0.175 -0.304 0.666
H -1.790 1.771 1.078 0.115 -0.222 -0.442
```
Positions in Å, forces in eV/Å.

Calculated values
SMILES = CC[C@@H](C)NC[O-]
net charge = -1
molecular weight = 102.157 g/mol
spin multiplicity = 1
energy relative to the best compared isomer or geometry (same formula, charge and spin) = 26.9 kcal per mole
highest occupied orbital energy = -2.36 eV

DFT (ωB97M-V/def2-TZVPD) results for a cluster of 2 separate species, C35H51IN5O4S2 in total at a distorted geometry.

The geometry in XYZ format:
```
98
Properties=species:S:1:pos:R:3:forces:R:3
C 1.417 5.111 -1.485 -0.329 0.034 -0.180
O 1.515 3.716 -1.270 0.098 0.138 0.125
C 2.578 3.339 -0.426 -0.102 -0.292 0.382
C 2.997 1.910 -0.673 0.884 0.102 -0.026
C 3.275 1.648 -2.136 -1.194 -0.610 -0.450
C 3.437 0.189 -2.571 0.784 0.409 -0.064
C 4.654 -0.539 -1.992 -0.587 -0.219 0.327
C 4.614 -1.015 -0.522 -0.567 0.242 -0.468
C 3.296 -1.642 -0.030 0.774 -0.711 0.724
C 3.281 -3.157 -0.337 -0.562 1.332 -0.574
C 2.489 -3.447 -1.617 0.370 -0.392 0.855
C 1.045 -3.828 -1.339 0.048 0.292 -0.883
N 0.145 -2.754 -0.891 0.309 0.005 0.655
C -0.109 -1.635 -1.790 -0.722 -0.126 -0.499
C -1.566 -1.601 -2.326 0.767 0.922 0.090
C -2.419 -0.515 -1.666 -0.596 -0.718 -0.161
I -1.410 -1.086 -4.430 -0.052 -0.282 0.038
C -0.436 -2.846 0.291 -0.780 1.128 0.321
N -1.305 -1.962 0.879 0.636 1.239 -2.492
C -1.637 -2.440 2.021 -0.349 -0.309 1.455
C -2.556 -1.897 3.030 -0.795 -0.270 0.474
C -3.890 -1.401 2.452 0.524 -0.307 -0.269
C -3.896 0.049 2.021 -0.495 0.379 0.001
S -3.337 1.084 3.400 0.108 0.038 0.698
C -2.743 2.624 2.702 -1.041 -0.627 -0.315
S -1.199 2.976 2.843 0.869 0.276 -0.113
N -3.768 3.427 2.109 0.993 0.185 -0.126
C -4.263 4.456 3.000 0.467 -1.910 -0.874
C -3.503 5.236 3.780 3.168 -0.656 -0.180
C -4.064 6.136 4.591 1.750 1.606 1.406
C -5.381 6.288 4.618 -2.109 2.014 1.719
C -6.168 5.517 3.854 -1.963 0.239 -0.086
C -5.587 4.617 3.054 -2.204 -1.775 -1.688
C -3.445 3.909 0.803 -0.340 -0.822 2.029
C -3.042 3.056 -0.154 0.028 -3.090 1.831
C -2.771 3.464 -1.376 1.041 -1.908 -2.862
C -2.895 4.745 -1.725 0.514 0.932 -2.279
C -3.283 5.596 -0.778 -0.267 2.959 -1.397
C -3.556 5.191 0.455 -1.114 2.236 2.504
N -1.043 -3.610 2.245 -0.348 0.303 0.272
N -0.293 -3.846 1.147 1.208 -2.270 0.379
H 0.508 5.538 -1.062 -0.191 -0.197 0.220
H 2.251 5.658 -1.061 0.309 0.031 0.051
H 1.380 5.288 -2.555 0.090 0.074 -0.222
H 2.301 3.426 0.629 -0.106 0.258 0.098
H 3.463 3.956 -0.584 0.002 0.347 -0.183
H 3.938 1.810 -0.139 0.153 -0.177 0.383
H 2.324 1.189 -0.221 -0.403 -0.120 -0.139
H 2.399 2.010 -2.672 -0.040 0.200 -0.215
H 4.111 2.227 -2.516 0.292 0.150 0.193
H 3.605 0.240 -3.645 -0.024 -0.122 -0.228
H 2.517 -0.377 -2.468 -0.262 -0.071 0.320
H 4.826 -1.426 -2.597 0.156 -0.084 -0.239
H 5.500 0.127 -2.130 0.356 -0.043 -0.026
H 4.921 -0.239 0.166 0.016 0.359 0.036
H 5.353 -1.805 -0.448 0.347 0.020 0.220
H 3.297 -1.552 1.055 -0.016 0.186 0.201
H 2.387 -1.150 -0.356 -0.067 0.217 -0.298
H 4.306 -3.478 -0.467 -0.134 -0.143 0.145
H 2.854 -3.693 0.507 -0.021 -0.323 0.113
H 2.582 -2.618 -2.310 -0.104 0.100 -0.200
H 2.943 -4.315 -2.086 -0.078 -0.204 -0.333
H 1.057 -4.613 -0.596 -0.083 -0.268 -0.052
H 0.630 -4.214 -2.266 -0.312 -0.273 -0.061
H 0.140 -0.669 -1.363 0.078 0.038 0.383
H 0.543 -1.765 -2.636 0.414 -0.212 -0.022
H -1.996 -2.590 -2.256 -0.196 -0.152 -0.219
H -3.121 -0.949 -0.963 -0.018 -0.166 0.300
H -1.825 0.212 -1.135 0.238 0.301 -0.016
H -3.029 -0.047 -2.421 -0.166 0.453 -0.055
H -2.084 -1.146 3.654 0.248 0.274 -0.115
H -2.788 -2.723 3.698 0.022 -0.154 0.218
H -4.078 -2.005 1.567 -0.272 -0.032 -0.211
H -4.699 -1.627 3.133 -0.088 0.125 0.364
H -3.268 0.157 1.149 0.315 0.243 -0.133
H -4.915 0.314 1.765 -0.128 0.163 -0.244
H -2.432 5.140 3.783 0.258 -0.063 -0.099
H -3.455 6.765 5.210 0.327 0.141 0.192
H -5.827 7.033 5.255 -0.075 0.154 0.213
H -7.236 5.596 3.860 -0.372 0.154 0.097
H -6.213 3.990 2.443 -0.065 -0.235 -0.221
H -2.944 2.016 0.106 0.040 -0.330 -0.030
H -2.469 2.747 -2.116 0.166 -0.323 -0.244
H -2.703 5.081 -2.724 0.117 0.068 -0.359
H -3.407 6.633 -1.032 -0.021 0.387 0.021
H -3.890 5.938 1.152 -0.039 0.066 0.318
H -1.128 -4.208 3.049 0.247 -0.279 -0.101
H 0.237 -4.700 1.088 0.057 0.117 -0.082
C 4.760 -7.841 -2.584 -0.001 -0.179 -0.169
C 4.603 -8.513 -1.237 -0.033 -0.213 -0.059
O 5.150 -7.538 -0.342 -0.088 0.103 -0.153
C 5.065 -6.328 -0.938 0.198 0.135 0.104
O 5.282 -5.289 -0.395 0.074 -0.503 -0.140
O 4.699 -6.451 -2.239 -0.028 -0.073 0.185
H 3.970 -8.102 -3.283 -0.060 0.204 -0.002
H 5.726 -8.047 -3.046 0.028 0.026 0.050
H 3.558 -8.687 -0.974 -0.006 0.044 -0.005
H 5.145 -9.452 -1.165 0.122 0.086 0.151
```
Positions in Å, forces in eV/Å.

Calculated values
net charge = +1
molecular weight = 796.862 g/mol
spin multiplicity = 1
highest occupied orbital energy = -10.09 eV

DFT (ωB97M-V/def2-TZVPD) results for the molecule C6H13NO3.

The geometry in XYZ format:
```
23
Properties=species:S:1:pos:R:3:forces:R:3
N -2.955 -0.329 -1.304 0.034 -0.091 0.079
C -1.515 -0.107 -1.411 -0.026 0.061 -0.030
C -0.968 0.444 -0.094 -0.005 -0.166 -0.088
C 0.474 0.912 -0.241 -0.172 0.119 -0.112
C 1.487 -0.212 -0.415 -0.006 0.056 -0.121
C 1.518 -1.231 0.707 0.015 -0.003 -0.060
O 2.680 -2.030 0.509 -0.037 0.016 0.027
O 0.935 1.770 0.835 0.147 -0.209 0.051
C 0.401 1.673 2.067 -0.232 -0.053 -0.182
O 1.065 1.641 3.055 0.205 0.182 0.250
H -3.477 0.503 -1.541 -0.011 -0.040 0.012
H -3.265 -1.080 -1.904 -0.009 0.077 -0.055
H -1.039 -1.061 -1.646 0.013 0.039 0.015
H -1.255 0.591 -2.218 0.024 -0.077 -0.028
H -1.058 -0.342 0.660 -0.076 0.143 0.095
H -1.614 1.272 0.207 0.056 0.028 -0.016
H 0.532 1.537 -1.135 0.018 0.117 0.106
H 1.286 -0.709 -1.369 0.025 -0.050 0.043
H 2.478 0.237 -0.501 -0.009 -0.008 0.052
H 1.559 -0.719 1.674 0.012 -0.038 -0.008
H 0.622 -1.863 0.681 0.005 0.039 0.052
H 2.807 -2.581 1.286 0.008 -0.021 -0.011
H -0.698 1.685 2.097 0.022 -0.121 -0.072
```
Positions in Å, forces in eV/Å.

Calculated values
SMILES = NCC[C@H](CCO)OC=O
net charge = 0
molecular weight = 147.174 g/mol
spin multiplicity = 1
energy relative to the best compared isomer or geometry (same formula, charge and spin) = 42.3 kcal per mole
highest occupied orbital energy = -9.77 eV